54
Properties=species:S:1:pos:R:3:lowdin_charge:R:1 method="wB97M-V/def2-TZVPD" multiplicity=1 homo_energy_ev="-14.744 / -14.801" charge=+2 homo_lumo_gap_ha="0.291 / 0.236"
Co 0.7623 -0.0366 -2.0480 -0.022
O -0.5151 -1.4283 -2.4122 -0.128
C -1.7149 -1.0910 -3.1412 -0.074
C -1.8506 0.4054 -3.0882 -0.223
C -2.9802 1.0283 -3.5914 0.024
C -3.0625 2.4083 -3.5286 0.003
C -2.0162 3.1257 -2.9645 -0.010
C -0.9250 2.4345 -2.4857 -0.106
N -0.8344 1.0949 -2.5447 0.024
H -0.2972 -2.3666 -2.4431 0.145
H -2.5634 -1.5786 -2.6595 0.151
H -1.6238 -1.4473 -4.1684 0.153
H -3.7803 0.4423 -4.0231 0.139
H -3.9317 2.9216 -3.9172 0.133
H -2.0436 4.2038 -2.9028 0.128
H -0.0779 2.9444 -2.0456 0.108
F -5.3672 -0.4089 1.8331 0.117
C -4.0793 -0.3742 1.5169 -0.259
C -3.5843 0.7519 0.8741 0.023
C -2.2420 0.7852 0.5459 -0.119
C -1.4116 -0.2901 0.8660 -0.359
C -1.9393 -1.4142 1.5015 -0.098
C -3.2824 -1.4609 1.8353 0.028
Sb 0.6265 -0.2482 0.4390 1.691
C 1.5722 1.3972 1.2922 -0.401
C 2.7914 1.2123 1.9425 -0.113
C 3.4596 2.2944 2.4888 0.031
C 2.8921 3.5523 2.3644 -0.256
F 3.5263 4.5947 2.8828 0.120
C 1.6828 3.7649 1.7176 0.025
C 1.0253 2.6751 1.1790 -0.120
C 1.4732 -1.9613 1.2658 -0.375
C 1.5563 -2.0323 2.6598 -0.113
C 2.0869 -3.1527 3.2725 0.032
C 2.5264 -4.1972 2.4734 -0.256
F 3.0380 -5.2731 3.0534 0.122
C 2.4475 -4.1605 1.0905 0.027
C 1.9143 -3.0326 0.4918 -0.117
H -4.2504 1.5740 0.6520 0.133
H -1.8546 1.6622 0.0409 0.083
H -1.3092 -2.2601 1.7499 0.104
H -3.7168 -2.3144 2.3367 0.137
H 3.2347 0.2275 2.0301 0.105
H 4.4019 2.1810 3.0061 0.137
H 1.2789 4.7659 1.6585 0.135
H 0.0732 2.8377 0.6868 0.091
H 1.2116 -1.2152 3.2839 0.118
H 2.1655 -3.2319 4.3477 0.138
H 2.7980 -5.0048 0.5139 0.135
H 1.8387 -3.0076 -0.5878 0.083
I 2.9283 1.2093 -2.1924 1.124
C 2.4222 -0.8543 -2.2757 -0.604
H 2.9971 -1.4413 -1.5706 -0.012
H 2.5227 -1.2110 -3.3024 0.018


63
Properties=species:S:1:pos:R:3:lowdin_spin:R:1 method="wB97M-V/def2-TZVPD" multiplicity=6 homo_energy_ev="-13.913 / -14.979" charge=+2 homo_lumo_gap_ha="0.323 / 0.254"
Ir -0.3538 0.1604 -0.4823 2.481
C -2.6387 0.9195 -2.5385 0.021
N -2.4541 -0.1707 -1.5650 0.111
C -2.3608 -1.4702 -2.2366 0.004
C -1.1178 -1.5668 -3.1031 0.056
N 0.0044 -0.8945 -2.4816 0.516
C 1.1974 -0.9091 -3.1064 0.050
C 1.6400 -1.8661 -4.0667 0.106
F 0.8428 -2.8486 -4.4458 0.035
C 2.9170 -1.8498 -4.5854 -0.013
F 3.2888 -2.7838 -5.4333 -0.014
C 3.8248 -0.8611 -4.2114 0.137
F 5.0345 -0.8540 -4.6942 0.051
C 3.4236 0.1350 -3.3181 -0.008
F 4.2570 1.0996 -2.9754 -0.012
C 2.1535 0.1036 -2.8114 0.097
F 1.7598 1.1108 -2.0231 0.052
C -3.5330 -0.1899 -0.5751 0.008
C -3.3632 0.9295 0.4315 0.054
N -2.0435 0.8472 1.0209 0.520
C -1.8251 1.5261 2.1609 0.057
C -2.5427 2.6916 2.5719 0.103
F -3.4470 3.2257 1.7678 0.032
C -2.2772 3.3538 3.7485 -0.011
F -2.9378 4.4548 4.0434 -0.013
C -1.3090 2.8720 4.6277 0.136
F -1.0652 3.4871 5.7507 0.050
C -0.6124 1.7106 4.2943 -0.010
F 0.2892 1.2114 5.1271 -0.013
C -0.8675 1.0718 3.1099 0.102
F -0.2661 -0.0881 2.9006 0.027
H -3.5098 0.7275 -3.1740 0.005
H -1.7597 1.0168 -3.1731 0.004
H -2.7899 1.8681 -2.0293 0.003
H -3.2421 -1.6524 -2.8612 0.002
H -2.3315 -2.2435 -1.4687 0.000
H -1.2902 -1.1111 -4.0845 0.018
H -0.9191 -2.6215 -3.2950 0.016
H -3.5020 -1.1433 -0.0461 0.000
H -4.5108 -0.1018 -1.0590 0.002
H -4.1302 0.8184 1.2017 0.010
H -3.5329 1.9022 -0.0362 0.019
C 2.3425 3.0494 1.9364 0.002
C 1.9536 1.7564 1.2837 0.009
O 0.8746 1.6700 0.6660 0.081
N 2.8037 0.7321 1.4080 0.004
C 2.7063 -0.5147 0.6621 0.007
C 1.7525 -1.5547 1.2040 0.008
C 2.1375 -2.4118 2.2221 0.003
C 1.2647 -3.4003 2.6466 -0.002
C 0.0354 -3.5210 2.0181 0.003
C -0.2818 -2.6237 1.0163 0.003
N 0.5497 -1.6548 0.6228 0.084
H 2.0792 3.8678 1.2688 0.000
H 3.4067 3.0888 2.1567 0.000
H 1.7845 3.1942 2.8622 0.000
H 3.6336 0.8792 1.9581 0.000
H 3.7057 -0.9429 0.6190 0.000
H 2.3942 -0.2798 -0.3524 0.005
H 3.1149 -2.3061 2.6747 0.001
H 1.5459 -4.0751 3.4440 0.000
H -0.6676 -4.2920 2.2994 0.001
H -1.2354 -2.6784 0.5073 0.000


65
Properties=species:S:1:pos:R:3:lowdin_charge:R:1 method="wB97M-V/def2-TZVPD" multiplicity=1 homo_energy_ev=-5.503 charge=-1 homo_lumo_gap_ha=0.281
Zr 0.0485 -1.6262 0.1672 1.852
I 6.5831 0.9308 -3.3978 0.793
C 4.7301 0.5388 -2.4953 -0.741
C 3.9714 -0.5322 -2.9302 -0.229
C 2.7515 -0.7544 -2.3171 -0.565
I 1.5160 -2.3279 -2.9438 1.149
C 2.2485 0.0537 -1.2727 -0.389
O 1.0781 -0.1800 -0.7307 -0.305
C 3.0448 1.1507 -0.8742 -0.133
C 2.5929 2.0976 0.2296 -0.148
N 1.2426 2.6503 0.0941 -0.038
C 0.9753 3.5067 -1.0609 -0.157
C -0.3975 3.2343 -1.6326 -0.270
C -1.4762 4.0583 -1.3332 -0.038
C -2.7415 3.7052 -1.7849 -0.099
C -2.8884 2.5367 -2.5109 -0.084
C -1.7484 1.7876 -2.7843 -0.144
N -0.5302 2.1284 -2.3692 0.148
C 4.2676 1.3733 -1.4888 -0.128
H 4.3088 -1.1797 -3.7291 0.079
H 2.6243 1.5468 1.1709 0.124
H 3.3381 2.9025 0.2918 0.108
H 0.9322 3.0759 0.9546 0.111
H 1.0520 4.5691 -0.8062 0.109
H 1.7108 3.2868 -1.8336 0.121
H -1.3258 4.9562 -0.7447 0.105
H -3.5990 4.3321 -1.5619 0.104
H -3.8572 2.1965 -2.8583 0.108
H -1.8240 0.8626 -3.3487 0.116
H 4.8722 2.2134 -1.1685 0.092
N -0.0962 -3.1957 2.5673 -0.001
C -1.2750 -2.6232 3.2249 -0.164
C -2.3382 -2.2378 2.2093 -0.564
O -3.4534 -1.9181 2.6186 0.008
N -1.9408 -2.3280 0.9200 -0.100
C -3.0267 -2.1422 -0.0431 -0.138
C -2.4892 -1.7778 -1.4115 -0.619
O -3.2241 -1.6677 -2.3700 0.053
O -1.1892 -1.5807 -1.4394 -0.291
H -0.3297 -4.1182 2.2263 0.085
H 0.6690 -3.2793 3.2207 0.095
H -0.9918 -1.7406 3.7913 0.106
H -1.7552 -3.2959 3.9332 0.115
H -3.7262 -1.3796 0.2871 0.112
H -3.6078 -3.0556 -0.1532 0.130
O 0.7750 0.2996 3.7931 0.059
C 0.4006 -0.0199 2.6793 -0.602
O 0.9529 -0.8619 1.8761 -0.176
C -0.8568 0.6211 2.1120 -0.188
C -1.6314 1.4593 2.8828 0.012
C -2.7220 2.0725 2.2855 -0.036
C -2.9843 1.8227 0.9469 -0.034
C -2.1763 0.9359 0.2586 -0.099
N -1.1364 0.3341 0.8337 0.060
H -1.3626 1.6108 3.9201 0.122
H -3.3567 2.7410 2.8555 0.107
H -3.8176 2.2892 0.4380 0.105
H -2.3542 0.7094 -0.7863 0.095
F 2.0221 -5.9319 -0.4374 0.154
C 2.5651 -4.9154 0.2426 -0.543
F 3.8128 -4.7385 -0.1887 0.163
F 2.6123 -5.2623 1.5492 0.141
C 1.7337 -3.6247 0.1020 -0.653
O 0.4911 -3.7593 -0.0988 -0.148
O 2.3067 -2.5353 0.2239 -0.017


52
Properties=species:S:1:pos:R:3:lowdin_charge:R:1 method="wB97M-V/def2-TZVPD" multiplicity=1 smiles="O=C(NCc1ccccc1)[C@H](c1ccco1)N(C(=O)c1ccccn1)c1ccccc1" homo_energy_ev=-8.256 charge=0 homo_lumo_gap_ha=0.325
O -0.8380 1.9439 -0.6751 0.100
C 0.3338 1.6952 -0.5068 -0.421
N 1.3349 2.2984 -1.1807 0.086
H 2.2760 1.9585 -1.0494 0.139
C 1.0917 2.9940 -2.4319 -0.114
C 1.4413 2.0851 -3.5828 -0.211
C 2.5210 2.3503 -4.4121 -0.046
C 2.8646 1.4639 -5.4190 -0.088
C 2.1382 0.2994 -5.5959 -0.094
C 1.0601 0.0270 -4.7693 -0.078
C 0.7124 0.9157 -3.7694 -0.034
H -0.1297 0.7083 -3.1246 0.115
H 0.4901 -0.8803 -4.9052 0.103
H 2.4107 -0.3951 -6.3768 0.100
H 3.7050 1.6807 -6.0621 0.101
H 3.0947 3.2557 -4.2721 0.108
H 0.0298 3.2527 -2.4458 0.129
H 1.6903 3.9083 -2.4570 0.122
C 0.8525 0.6924 0.5428 -0.092
N -0.2082 0.1680 1.3809 0.062
C 0.0654 0.0539 2.7084 -0.379
O 1.0621 0.5344 3.2199 0.090
C -0.8907 -0.7732 3.5084 -0.215
N -1.3173 -1.9015 2.9511 0.134
C -2.1058 -2.6866 3.6585 -0.122
C -2.5161 -2.3936 4.9517 -0.054
C -2.0528 -1.2270 5.5391 -0.055
C -1.2130 -0.4023 4.8098 0.002
H -0.8103 0.5104 5.2200 0.120
H -2.3367 -0.9669 6.5486 0.107
H -3.1716 -3.0646 5.4847 0.101
H -2.4219 -3.5942 3.1610 0.109
C -1.4732 -0.1533 0.8394 -0.237
C -2.6173 0.3238 1.4724 -0.025
C -3.8690 0.0097 0.9809 -0.071
C -3.9952 -0.7645 -0.1596 -0.091
C -2.8587 -1.2146 -0.8080 -0.071
C -1.6022 -0.9161 -0.3146 -0.015
H -0.7249 -1.2741 -0.8291 0.106
H -2.9492 -1.8081 -1.7061 0.102
H -4.9738 -1.0049 -0.5474 0.098
H -4.7492 0.3840 1.4829 0.103
H -2.5185 0.9533 2.3448 0.124
C 1.6221 -0.4367 -0.0866 -0.213
C 1.5858 -1.7763 0.1672 -0.013
C 2.5350 -2.3683 -0.7045 -0.045
C 3.0804 -1.3500 -1.4166 -0.105
O 2.5390 -0.1715 -1.0466 0.022
H 3.8253 -1.3192 -2.1861 0.122
H 2.7716 -3.4093 -0.7813 0.102
H 0.9624 -2.2755 0.8807 0.115
H 1.5236 1.2427 1.2242 0.167